Below is 4 unconnected molecules or ions with the total composition C6H8Br4Cl8, with properties calculated with ωB97M-V/def2-TZVPD.

E_HOMO = -10.24 eV
structure (SMILES) = ClC(Cl)(Cl)Cl.ClC(Cl)(Cl)Cl.BrCCBr.BrCCBr
LUMO = -0.022 eV
frontier orbital gap = 0.3755 Eh

Structure (ORCA input):
```
! wB97M-V def2-TZVPD RIJCOSX def2/J DEFGRID3
* xyz 0 1
C -6.7687 -12.1596 3.8921
Cl -7.5285 -12.6146 2.3728
Cl -7.4374 -13.2060 5.1593
Cl -4.9523 -12.3848 3.8379
Cl -7.0982 -10.4611 4.2199
C -16.4053 -11.2833 6.2980
Cl -16.4048 -11.1554 4.5859
Cl -15.0875 -12.2238 6.8863
Cl -16.4101 -9.6483 6.9562
Cl -17.8653 -12.1243 6.7956
Br -9.9540 -9.1056 0.2737
C -8.0235 -8.9133 0.6281
C -7.1991 -8.5318 -0.5850
Br -5.4449 -9.0604 -0.2692
H -7.7228 -9.6932 1.2178
H -7.9051 -8.0841 1.3481
H -7.0921 -7.4996 -0.9434
H -7.4338 -9.2385 -1.3825
Br -11.8363 -11.9986 2.6781
C -11.0025 -11.5732 4.3645
C -12.1611 -11.4711 5.3459
Br -11.2993 -11.0318 7.1254
H -10.4793 -10.6118 4.4329
H -10.2834 -12.3912 4.6351
H -12.6801 -12.4262 5.5775
H -12.9478 -10.8008 5.1451
*
```

Atomic partial charges in e from the natural (NBO) method, atoms 1 to 6: C -0.213; Cl 0.069; Cl 0.057; Cl 0.031; Cl 0.060; C -0.258



Below is a single C5H6N6O3 molecule, with properties calculated with ωB97M-V/def2-TZVPD.

E_HOMO (spin up / spin down) = -7.84 / -7.84 eV
structure (SMILES) = CC1=CNNc2nc(=O)n([N+](=O)[O-])n21
LUMO (spin up / spin down) = 0.045 / 0.045 eV
energy relative to the best compared isomer or geometry (same formula, charge and spin) = 188.59 kcal per mole
frontier orbital gap (spin up / spin down) = 0.2899 / 0.2898 Eh

Structure (ORCA input):
```
! wB97M-V def2-TZVPD RIJCOSX def2/J DEFGRID3
* xyz 0 1
C 2.1340 -0.3148 -0.1425
C 0.8137 0.5621 0.2173
C -0.2908 -1.5562 -0.1490
C -2.3294 -1.0334 0.4679
C 0.9367 1.9853 0.7108
N -1.4425 -2.0215 0.1936
N 2.0425 -1.6124 -0.6580
N 0.8107 -2.2869 -0.3128
N -0.3117 -0.1522 -0.1716
N -1.5485 0.2685 0.2643
N -2.1076 1.4116 -0.4462
O -3.1685 1.7291 -0.0529
O -3.4631 -1.1007 0.7214
O -1.4077 1.8871 -1.2615
H 3.0992 0.1346 -0.3307
H 1.0215 2.8174 -0.0232
H 1.7922 1.9420 1.2723
H 0.1370 2.2027 1.2860
H 2.2070 -1.7313 -1.7406
H 1.0755 -3.1308 0.1554
*
```

Atomic partial charges in e from the natural (NBO) method, atoms 1 to 6: C -0.115; C 0.195; C 0.618; C 0.763; C -0.651; N -0.574



Below is a molecular structure, C12H18BeN6O4S, with properties calculated with ωB97M-V/def2-TZVPD.

E_HOMO (spin up / spin down) = -12.55 / -12.41 eV
LUMO (spin up / spin down) = -3.671 / -5.673 eV
⟨S²⟩ = 0.763
frontier orbital gap (spin up / spin down) = 0.3265 / 0.2474 Eh

Structure (ORCA input):
```
! wB97M-V def2-TZVPD RIJCOSX def2/J DEFGRID3
* xyz 1 2
Be 0.5199 0.3677 -0.4353
S 3.4827 1.0305 -0.0192
O 2.6699 -0.0169 0.6462
O 4.4977 0.4498 -0.9003
O 2.4600 1.6662 -0.8370
O 4.0797 1.9562 0.9657
C -4.0141 -0.6095 0.9824
C -2.8569 -0.4445 0.1669
N -1.9340 -0.3469 -0.5093
H -3.6470 -1.1507 1.8544
H -4.7514 -1.2169 0.4574
H -4.4041 0.3591 1.2952
C -0.5508 2.6443 -5.1607
C -0.4153 1.9250 -3.8904
N -0.4422 1.3409 -2.8364
H 0.0295 2.0598 -5.8746
H -0.1905 3.6652 -5.0341
H -1.5983 2.7560 -5.4407
C 1.0544 -4.5476 1.8365
C 0.5184 -3.3279 1.1785
N 0.1474 -2.3735 0.6858
H 0.2882 -5.2891 2.0625
H 1.4331 -4.1644 2.7840
H 1.8140 -5.1461 1.3336
C 1.8128 -3.0930 -4.2755
C 1.4939 -2.2376 -3.1675
N 1.1926 -1.5249 -2.2994
H 0.9117 -2.9586 -4.8739
H 1.8879 -4.1337 -3.9605
H 2.7761 -2.6672 -4.5564
C -1.4224 4.0980 2.3791
C -1.1525 3.2370 1.1690
N -0.9667 2.5694 0.3012
H -2.4262 4.0485 2.8010
H -1.1696 5.1301 2.1363
H -0.7332 3.7994 3.1689
C 0.0319 0.3427 4.7871
C -0.2136 0.3663 3.3218
N -0.3967 0.3330 2.1476
H -0.7098 -0.2670 5.3032
H -0.1149 1.3555 5.1621
H 1.0081 0.0155 5.1449
*
```

Atomic partial charges in e from the natural (NBO) method, atoms 1 to 6: Be 1.648; S 2.523; O -1.025; O -0.659; O -1.037; O -0.671



Below is a molecular structure, C34H33IInN4OS4, with properties calculated with ωB97M-V/def2-TZVPD.

E_HOMO = -10.28 eV
LUMO = -2.755 eV
frontier orbital gap = 0.2764 Eh

Structure (ORCA input):
```
! wB97M-V def2-TZVPD RIJCOSX def2/J DEFGRID3
* xyz 1 1
In 15.4963 12.5013 13.0043
S 14.1341 14.3736 12.3098
C 13.2263 14.4426 13.8203
C 13.0872 15.7572 14.4096
C 12.4897 15.8916 15.6706
C 11.9429 14.7758 16.3377
C 12.1271 13.4763 15.7994
C 12.7472 13.3534 14.5572
S 12.9051 11.7508 13.8361
C 13.6915 10.7246 15.1655
C 14.8859 9.8173 14.6562
C 14.9382 8.5044 14.9940
C 15.9441 7.6850 14.5687
C 16.9420 8.2092 13.7184
C 16.7579 9.5283 13.3245
C 17.6589 10.1029 12.2664
S 17.9876 11.8631 12.4151
C 18.5863 11.8846 14.1329
C 19.7633 11.1886 14.3410
C 20.4266 11.2640 15.5668
C 19.8726 12.0228 16.6014
C 18.6662 12.7113 16.3935
C 18.0039 12.5582 15.1428
S 16.3470 13.3177 15.1677
N 15.7623 10.3195 13.7562
H 13.4640 16.6471 13.9259
H 12.5482 16.7973 16.2536
H 11.4884 14.8516 17.3279
H 11.7466 12.6735 16.3953
H 13.0487 10.0237 15.5973
H 14.1244 11.4286 15.8902
H 14.2124 8.0930 15.6786
H 15.8777 6.7110 14.9536
H 17.8334 7.7564 13.3737
H 17.2483 10.0531 11.2726
H 18.5944 9.5866 12.0644
H 20.1839 10.6003 13.5551
H 21.4771 10.8813 15.6248
H 20.5685 12.2776 17.4518
H 18.2016 13.2520 17.2289
I 13.7687 7.5274 9.4819
C 14.3167 9.5051 9.6845
C 14.4348 10.2545 8.5030
C 14.6626 11.6382 8.6007
C 14.9450 12.0725 9.8762
N 14.9077 11.3384 10.9980
C 14.6520 10.0377 10.8770
H 14.1748 9.8154 7.4794
H 14.6938 12.3169 7.7611
H 15.2198 13.1077 10.0229
H 14.6119 9.4821 11.7869
C 10.6534 7.0013 19.2417
C 10.8049 8.4985 18.6945
N 10.5422 8.4960 17.2491
C 9.2070 8.8617 16.7669
C 8.0560 8.3067 17.5610
C 11.5653 8.0108 16.5256
O 12.6572 7.7300 16.9888
C 11.3634 7.6496 15.0745
C 11.7859 6.4135 14.7517
C 11.6963 5.9305 13.4625
C 11.1233 6.7528 12.4997
N 10.7698 7.9915 12.7644
C 10.8347 8.3740 14.0373
H 10.5624 7.0978 20.3058
H 11.4098 6.2876 18.9017
H 9.6153 6.6754 18.9344
H 11.8314 8.8769 18.9251
H 10.1198 9.1552 19.1906
H 9.1456 8.4860 15.7056
H 9.1019 9.9511 16.8015
H 8.1139 7.2187 17.5739
H 7.1502 8.6424 17.0591
H 7.9774 8.6827 18.6196
H 12.1740 5.7833 15.5145
H 11.8802 4.9042 13.2347
H 10.9185 6.4281 11.4736
H 10.4144 9.3378 14.2769
*
```

Atomic partial charges in e from the Löwdin method, atoms 1 to 6: In 0.244; S 0.623; C -0.679; C -0.078; C -0.064; C -0.056



Below is a molecular structure, C42H47AsCl2N4S5Ta, with properties calculated with ωB97M-V/def2-TZVPD.

E_HOMO = -4.02 eV
LUMO = 1.392 eV
frontier orbital gap = 0.1990 Eh

Structure (ORCA input):
```
! wB97M-V def2-TZVPD RIJCOSX def2/J DEFGRID3
* xyz -1 1
Ta -0.7097 -0.9032 0.3549
C -3.4298 4.8361 2.3155
C -3.7814 3.3979 2.7102
C -2.6155 2.4683 2.6016
C -1.7616 2.0758 3.5646
C -1.7964 2.4086 5.0232
C -2.3569 1.2503 5.8604
C -0.8122 1.1761 2.9418
N -1.1407 0.9719 1.5918
C -2.2010 1.8071 1.3817
C -2.7985 2.0331 0.1672
C -2.3821 1.4643 -1.0109
C -2.9582 1.7763 -2.2912
C -4.1327 2.6827 -2.4926
C -3.7661 4.1718 -2.4504
C -2.2335 1.1101 -3.2202
C -1.2004 0.3969 -2.5268
C -0.1600 -0.2185 -3.1312
C 0.9062 -0.8194 -2.4839
N 0.9428 -1.0241 -1.1042
C 2.0514 -1.7719 -0.9069
C 2.2645 -2.3737 0.4072
C 2.2577 -1.3824 1.4986
N 1.1337 -0.6438 1.6808
C 1.2837 -0.0620 2.9338
C 0.3055 0.7338 3.5396
C 2.5101 -0.4231 3.4952
C 3.1365 -1.2644 2.5724
C 4.4893 -1.8986 2.6857
C 5.6120 -1.0195 2.1220
C 3.0138 0.0022 4.8415
C 3.6951 1.3755 4.8330
C 2.7527 -2.0120 -2.0820
C 2.0200 -1.4025 -3.0941
C 2.3099 -1.4271 -4.5624
C 3.1833 -0.2573 -5.0310
C 4.0014 -2.8266 -2.2149
C 5.2821 -2.0346 -1.9357
N -1.3330 0.5744 -1.1381
C -2.4201 1.1102 -4.7042
C -1.7106 2.2791 -5.3944
H -4.3047 5.4879 2.3744
H -3.0432 4.8743 1.2945
H -2.6578 5.2380 2.9755
H -4.5954 3.0329 2.0788
H -4.1609 3.3799 3.7337
H -2.4096 3.2989 5.1759
H -0.7919 2.6607 5.3714
H -3.3655 0.9950 5.5280
H -2.3977 1.5094 6.9209
H -1.7396 0.3571 5.7457
H -3.6382 2.7143 0.1307
H -4.8854 2.4735 -1.7274
H -4.5989 2.4494 -3.4526
H -3.2897 4.4290 -1.5018
H -4.6518 4.8012 -2.5695
H -3.0620 4.4195 -3.2472
H -0.1450 -0.2200 -4.2143
H 3.1451 -3.0083 0.4286
H 0.4777 1.0366 4.5663
H 4.4893 -2.8622 2.1699
H 4.6999 -2.1162 3.7360
H 5.4404 -0.8110 1.0658
H 6.5899 -1.4985 2.2250
H 5.6439 -0.0592 2.6415
H 3.7152 -0.7478 5.2147
H 2.1839 0.0200 5.5531
H 4.5763 1.3673 4.1885
H 4.0110 1.6713 5.8368
H 3.0142 2.1374 4.4476
H 1.3710 -1.4246 -5.1208
H 2.7990 -2.3730 -4.8066
H 2.7075 0.6960 -4.7912
H 3.3539 -0.2951 -6.1105
H 4.1558 -0.2751 -4.5342
H 4.0406 -3.2465 -3.2228
H 3.9426 -3.6869 -1.5431
H 5.3421 -1.1531 -2.5788
H 6.1751 -2.6435 -2.1030
H 5.2988 -1.6838 -0.9025
H -3.4890 1.1482 -4.9246
H -2.0572 0.1675 -5.1156
H -2.1096 3.2343 -5.0483
H -1.8368 2.2301 -6.4781
H -0.6411 2.2669 -5.1732
S -1.4494 -5.7660 0.1933
As -0.3653 -4.3538 -0.8877
S -1.6499 -2.5817 -1.2242
S 0.7839 -3.3903 0.8785
S 0.8952 -4.9179 -2.4503
Cl -1.3275 -1.9596 2.6150
C -2.9681 -2.5517 2.6870
C -3.2672 -3.4803 3.6602
C -4.5719 -3.9326 3.7505
C -5.5238 -3.4442 2.8661
C -5.1756 -2.5203 1.8958
Cl -6.4190 -1.9428 0.8262
C -3.8629 -2.0355 1.7590
S -3.4089 -0.8690 0.5698
H -2.4923 -3.8489 4.3209
H -4.8431 -4.6702 4.4954
H -6.5497 -3.7871 2.9167
*
```

Atomic partial charges in e from the natural (NBO) method, atoms 1 to 6: Ta 1.530; C -0.595; C -0.425; C -0.090; C 0.089; C -0.444



Below is a molecular structure, C5H10N2O, with properties calculated with ωB97M-V/def2-TZVPD.

E_HOMO = -7.50 eV
LUMO = 0.930 eV
energy relative to the best compared isomer or geometry (same formula, charge and spin) = 130.66 kcal per mole
frontier orbital gap = 0.3099 Eh

Structure (ORCA input):
```
! wB97M-V def2-TZVPD RIJCOSX def2/J DEFGRID3
* xyz 0 1
C -1.4206 2.1329 -0.1016
C -0.0954 0.8122 0.5700
C -0.4774 -0.1329 -0.3545
C 1.1782 -1.2762 0.1260
N 1.4695 -1.7114 1.4045
C 1.9966 -1.4517 -0.9192
O -2.6575 1.9936 0.5145
N -1.2610 -0.5007 -1.2166
H -3.2810 1.6883 -0.1591
H 0.6923 -1.8156 2.0364
H 2.1789 -2.4335 1.4946
H -1.0267 -1.3706 -1.6924
H -0.9162 3.0428 0.2185
H -1.5226 2.1621 -1.1893
H -0.3811 0.6119 1.5951
H 0.8444 1.3283 0.4228
H 1.8172 -0.9680 -1.8700
H 2.8624 -2.1113 -0.8797
*
```

Atomic partial charges in e from the natural (NBO) method, atoms 1 to 6: C -0.058; C -0.511; C 0.455; C 0.091; N -0.854; C -0.618



Below is 2 unconnected molecules or ions with the total composition C6H18BrNSi2, with properties calculated with ωB97M-V/def2-TZVPD.

E_HOMO (spin up / spin down) = -9.75 / -9.78 eV
LUMO (spin up / spin down) = -3.702 / -3.697 eV
energy relative to the best compared isomer or geometry (same formula, charge and spin) = 11.32 kcal per mole
frontier orbital gap (spin up / spin down) = 0.2224 / 0.2237 Eh

Structure (ORCA input):
```
! wB97M-V def2-TZVPD RIJCOSX def2/J DEFGRID3
* xyz 0 1
C 0.5687 0.0190 -2.5385
C 1.6360 2.1756 -0.8057
C 2.8985 -0.7536 -0.8083
C -1.6215 -1.3747 2.6382
C -2.0928 1.3824 1.2685
C -1.8800 -1.5045 -0.4263
N 0.4693 -0.3293 0.5551
Si 1.2999 0.2722 -0.7878
Si -1.1738 -0.3838 1.0498
Br 1.7738 1.1111 2.5635
H 1.4718 0.1026 -3.2282
H 0.1546 -0.9840 -2.5285
H -0.1497 0.7151 -2.7650
H 2.5580 2.4448 -0.4151
H 1.4465 2.4291 -1.8369
H 0.8347 2.6699 -0.2070
H 3.1247 -1.3498 -1.7382
H 3.7147 -0.2155 -0.5103
H 2.6228 -1.5741 -0.0616
H -0.7491 -1.6451 3.1123
H -2.2572 -0.8782 3.4525
H -2.1864 -2.2983 2.2862
H -2.5435 1.6258 2.2565
H -1.2343 2.0687 1.0157
H -2.9615 1.5935 0.5766
H -2.8285 -1.9255 -0.3140
H -1.8492 -1.1036 -1.4636
H -1.0464 -2.2897 -0.3399
*
```

Atomic partial charges in e from the natural (NBO) method, atoms 1 to 6: C -1.056; C -1.066; C -1.118; C -1.101; C -1.098; C -1.041



Below is a molecular structure, C39H62N4NaO3, with properties calculated with ωB97M-V/def2-TZVPD.

E_HOMO = -3.58 eV
LUMO = 1.942 eV
energy relative to the best compared isomer or geometry (same formula, charge and spin) = 25.52 kcal per mole
frontier orbital gap = 0.2029 Eh

Structure (ORCA input):
```
! wB97M-V def2-TZVPD RIJCOSX def2/J DEFGRID3
* xyz -1 1
Na -0.9613 0.5087 -1.5364
C -2.2036 -0.4568 -5.3740
N -2.3585 -0.2364 -3.9582
C -3.4117 0.7173 -3.7098
C -2.5398 -1.4700 -3.2320
C -1.2309 -2.2390 -3.0607
N -0.3219 -1.5129 -2.1936
C 0.7433 -0.8794 -2.9720
C 1.5390 0.1783 -2.2604
C 2.7640 -0.1383 -1.7182
C 3.5557 0.8230 -1.1087
C 3.0521 2.1190 -1.0853
C 1.8407 2.5025 -1.6305
C 1.0191 1.5125 -2.2506
O -0.1229 1.7448 -2.7766
C 1.4409 3.9710 -1.4751
C 1.3601 4.2970 0.0248
C 0.0905 4.3330 -2.0929
C 2.4939 4.8823 -2.1282
C 4.8663 0.5044 -0.4065
C 6.0084 1.3608 -0.9737
C 4.6904 0.8025 1.0904
C 5.2608 -0.9686 -0.5445
C 0.1439 -2.3427 -1.0982
C 0.5509 -1.6984 0.1990
C 1.5379 -2.3395 0.9118
C 1.8148 -2.0302 2.2390
C 1.1141 -0.9560 2.7694
C 0.1314 -0.2553 2.0870
C -0.2660 -0.6859 0.7852
O -1.3017 -0.2587 0.1677
C -0.5434 0.8902 2.8396
C -1.5697 1.6694 2.0166
C 0.5220 1.9036 3.2898
C -1.2636 0.3185 4.0732
C 2.6997 -2.9600 3.0646
C 4.0608 -3.1721 2.3908
C 1.9747 -4.3139 3.1652
C 2.9216 -2.4651 4.4983
H -3.0982 -0.9250 -5.8343
H -1.3503 -1.1029 -5.5685
H -2.0185 0.4986 -5.8595
H -4.3875 0.3763 -4.1117
H -3.1373 1.6621 -4.1732
H -3.5089 0.8796 -2.6412
H -3.2925 -2.1268 -3.7216
H -2.8877 -1.2264 -2.2295
H -0.7820 -2.4451 -4.0454
H -1.4818 -3.2124 -2.6223
H 0.2483 -0.3897 -3.8121
H 1.4330 -1.6574 -3.3601
H 3.0996 -1.1643 -1.7867
H 3.6486 2.8794 -0.5995
H 0.6695 3.6092 0.5099
H 1.0047 5.3167 0.1772
H 2.3327 4.2033 0.5027
H -0.7156 3.8010 -1.5946
H 0.0620 4.0652 -3.1422
H -0.0748 5.4081 -1.9943
H 3.4772 4.7295 -1.6905
H 2.2195 5.9287 -1.9886
H 2.5540 4.6784 -3.1951
H 5.7955 2.4208 -0.8619
H 6.1483 1.1533 -2.0337
H 6.9387 1.1410 -0.4489
H 4.5040 1.8613 1.2507
H 5.5830 0.5236 1.6532
H 3.8373 0.2456 1.4744
H 5.4164 -1.2418 -1.5867
H 4.4891 -1.6061 -0.1224
H 6.1901 -1.1524 -0.0042
H 0.9730 -2.9971 -1.4295
H -0.6980 -2.9885 -0.8204
H 2.0733 -3.1506 0.4268
H 1.3371 -0.6653 3.7848
H -1.1239 2.0322 1.0936
H -1.9295 2.5193 2.6001
H -2.4081 1.0398 1.7430
H 1.0399 2.2960 2.4170
H 1.2589 1.4575 3.9534
H 0.0541 2.7343 3.8206
H -2.0239 -0.3899 3.7498
H -1.7440 1.1102 4.6491
H -0.5667 -0.1997 4.7278
H 3.9316 -3.5764 1.3908
H 4.6739 -3.8704 2.9613
H 4.5905 -2.2278 2.3067
H 1.8130 -4.7379 2.1773
H 1.0037 -4.1722 3.6364
H 2.5509 -5.0228 3.7622
H 3.4392 -1.5088 4.5096
H 3.5189 -3.1886 5.0555
H 1.9672 -2.3579 5.0100
N -4.5890 0.7512 -0.6954
C -5.0592 -0.1068 -0.0983
N -5.5864 -1.0935 0.6012
C -5.8737 -0.8011 1.9941
C -7.2321 -0.0991 2.0910
O -8.2584 -0.8744 1.5069
C -7.9824 -1.1256 0.1470
C -6.6465 -1.8605 -0.0263
H -5.0887 -0.1609 2.3966
H -5.8913 -1.7521 2.5347
H -7.1651 0.8683 1.5693
H -7.5245 0.0537 3.1299
H -7.9322 -0.1709 -0.4006
H -8.8105 -1.7285 -0.2281
H -6.4244 -1.9913 -1.0879
H -6.6847 -2.8349 0.4744
*
```

Atomic partial charges in e from the Löwdin method, atoms 1 to 6: Na 0.288; C -0.103; N -0.269; C -0.099; C -0.192; C -0.173



The following energy values (in eV) correspond, in order, to the records above: -386699.81684; -20357.63790; -41091.34419; -100412.52639; -191897.28985; -10369.63918; -93800.35185; -57970.46200.